A molecular structure, C30H26NO2P2STi in a non-equilibrium geometry. Source: OMol25; level of theory: the ωB97M-V functional and the def2-TZVPD basis.

Geometry as XYZ:
```
63
Properties=species:S:1:pos:R:3:forces:R:3
Ti 8.1542 11.6038 7.2678 2.503 -2.031 2.195
O 10.0540 11.1368 6.9451 -2.374 0.911 1.490
P 11.3014 11.0524 7.9669 -0.365 -0.268 -1.411
C 10.8178 11.3601 9.7309 -0.266 0.701 0.349
P 9.0906 11.0348 10.3841 -1.032 -0.704 -0.224
O 8.0767 10.9754 9.1090 1.238 0.386 -1.411
C 9.1296 9.4934 11.2878 -0.270 -0.684 -0.342
C 9.9936 9.3499 12.3749 -0.042 -0.597 0.399
C 10.0546 8.1039 13.0424 0.220 1.447 -0.542
C 9.2463 7.0395 12.7007 -0.673 0.175 -0.589
C 8.3128 7.2118 11.6638 0.561 0.597 -0.337
C 8.2900 8.4180 10.9394 -0.532 -0.185 -0.070
C 8.3048 12.3117 11.3744 -0.589 0.748 0.275
C 6.8944 12.5200 11.2122 0.632 -0.603 -1.187
C 6.2799 13.6903 11.6328 1.319 0.211 0.578
C 7.0345 14.6347 12.3667 0.518 -1.064 -0.313
C 8.3638 14.3254 12.7039 -0.428 -0.208 -0.051
C 8.9976 13.1644 12.2369 -0.055 0.338 -0.456
C 11.8191 9.3697 7.9087 -0.467 -0.385 0.657
C 13.1326 8.9306 7.8678 0.074 -0.087 -0.203
C 13.3926 7.5521 7.8601 0.052 0.513 0.487
C 12.3642 6.6233 7.9985 -0.204 0.418 -0.715
C 11.0439 7.0814 8.0818 -0.298 0.212 0.206
C 10.7767 8.4453 8.0841 0.142 -0.334 -0.210
C 12.4348 12.2683 7.3198 -0.086 0.587 -0.201
C 12.1143 13.0169 6.1533 0.093 -0.259 0.598
C 13.0162 13.9649 5.6532 0.025 -0.831 0.983
C 14.2283 14.2067 6.3155 -0.594 -1.144 0.491
C 14.5567 13.4223 7.4324 -0.607 0.029 -0.063
C 13.6604 12.4820 7.9439 0.462 0.015 0.145
H 11.0080 12.4209 9.9033 0.009 0.235 0.032
H 11.5780 10.8151 10.3360 -0.674 0.107 -0.268
H 10.5769 10.1863 12.7735 -0.002 -0.325 -0.260
H 10.7814 8.0423 13.8211 0.207 -0.269 0.550
H 9.3039 6.1009 13.2448 0.010 0.152 -0.117
H 7.6577 6.3990 11.3679 0.006 0.153 0.110
H 7.5560 8.5584 10.1277 0.477 -0.253 0.414
H 6.3320 11.7575 10.6455 0.179 0.651 0.322
H 5.2673 13.9032 11.3636 -0.518 -0.111 0.106
H 6.5886 15.5694 12.6830 0.052 -0.059 0.026
H 8.9269 15.0011 13.3251 0.056 0.120 0.135
H 10.0345 12.9485 12.4968 -0.155 0.310 -0.046
H 13.9091 9.6899 7.8531 0.229 -0.434 -0.266
H 14.4211 7.2345 7.8051 0.093 -0.156 -0.058
H 12.5697 5.5569 7.9334 0.010 0.233 0.206
H 10.1955 6.3980 8.1409 0.391 0.034 0.077
H 9.7542 8.7944 8.2028 -0.006 -0.166 -0.127
H 11.1456 12.8255 5.6963 0.395 0.191 -0.250
H 12.7978 14.4672 4.7418 -0.247 0.454 -0.477
H 14.9060 14.9569 5.9589 0.242 0.172 -0.159
H 15.4930 13.5219 7.9471 0.325 0.264 -0.003
H 13.9438 11.9095 8.8332 -0.022 0.214 -0.264
S 6.3526 11.3245 5.9718 0.865 -1.040 0.317
C 6.6412 12.9947 6.3782 -0.674 1.899 -0.298
C 5.7783 13.9341 5.7631 0.181 -1.089 -0.199
C 5.9102 15.2302 6.1282 0.678 1.664 0.660
C 6.9030 15.6624 7.1085 -0.925 -0.273 -0.574
C 7.7659 14.7532 7.6297 -0.504 -1.234 -0.610
N 7.6267 13.4150 7.2414 -0.294 0.437 -0.221
H 5.0672 13.5643 5.0064 0.324 0.417 0.554
H 5.2725 15.9823 5.6418 0.296 -0.272 0.400
H 6.9250 16.6969 7.4458 0.098 -0.196 -0.245
H 8.5664 14.9172 8.3349 -0.062 0.268 0.003
```
Forces are in eV/Å.

The calculation puts the energy above the lowest of the compared OMol25 structures with the same formula, charge and spin at 0.00 kcal/mol. As for the electronic energy: -89622.44823 eV. The value obtained for the HOMO energy is -16.98 eV. As for the orbital gap: 0.2199 Eh. As for the net charge: +3.